189
Properties=species:S:1:pos:R:3 method="wB97M-V/def2-TZVPD" homo_energy_ev=-10.598 de_lowest_ev=0.000 gap_ev=10.999 lumo_ev=0.4 total_energy_ev=-171801.2496
F -1.8559 -0.4435 2.7518
F 0.8222 -7.8966 -0.2549
F 0.3005 8.0856 1.2818
F 5.5860 0.7388 0.4348
F 2.2546 -9.4661 -0.3249
F 1.7866 -2.9356 -9.6465
F -0.3058 7.6331 -0.7329
F 7.0759 1.0371 -6.0362
F 8.0044 1.1171 -4.0850
F 6.7211 -0.5477 -4.6228
F -1.1705 -0.9412 4.7228
F 2.9998 -1.3266 -8.7948
F 7.6083 -0.0550 0.3610
F 3.3175 -3.3947 -8.1656
F -0.1939 -1.8442 3.0442
F 6.4058 0.1178 -1.4690
F 1.7109 8.2859 -0.3505
F 1.6784 -8.7256 1.6204
O 1.1570 1.3098 6.1640
O -4.9809 -1.7112 -1.3426
O -0.5345 -3.5248 -1.6913
O -3.3123 7.2224 3.9044
O -2.4103 -4.4764 -2.4721
O -4.2041 6.1847 2.0959
O 5.2099 -2.1633 -0.7380
O 2.0920 0.2613 4.5156
O -4.2009 2.9401 1.9310
O -5.3838 -1.1094 0.7991
O 5.8688 -1.8804 1.3770
O 0.5889 -1.3936 -7.3699
O -0.3139 -5.1234 -3.0847
O 1.4275 -3.2116 -6.4293
O 2.3601 5.8187 -0.2291
O 1.4947 1.4863 0.8960
O 2.6370 -6.1825 -0.2156
O 2.6336 0.6962 -0.7503
O -1.9066 1.8637 -4.8497
O 4.1214 -7.5524 0.7687
O 0.5248 5.2804 0.9055
O -5.2941 3.1516 3.9129
O -3.1409 -2.6670 4.6188
O -3.5522 -0.4754 -0.3619
O 4.6254 1.4875 -5.0395
O 1.7736 -0.8353 6.4386
O -5.4217 6.8832 3.8756
O -2.4699 -3.3926 2.6358
O -3.1099 2.7099 3.7606
O -0.1990 1.1033 -3.5870
O 5.6257 1.9993 -3.1125
O 0.7922 -0.4044 -0.1361
O -1.8210 2.3951 -2.7628
C 1.1891 6.1030 0.3457
C 0.3454 2.8176 7.8379
C 1.3211 -2.3402 -7.4384
C 1.7074 0.1827 5.7765
C -0.7252 -6.3900 -3.5652
C 0.6375 -3.1019 -5.2656
C 6.3884 -0.1325 -0.1785
C -1.3257 5.7094 3.7237
C -1.2201 -4.3701 -2.4651
C -5.3998 3.2373 1.2152
C -2.0047 7.0430 3.3530
C -1.3797 2.1623 -1.4373
C 5.7583 -1.5179 0.1027
C 2.8807 2.8171 -6.0735
C -6.5997 6.4077 3.2321
C 1.0747 -2.0117 -4.2434
C 3.5693 -5.0954 -0.3592
C 6.2254 -3.4929 3.0399
C -2.3387 1.4574 -7.1691
C -4.1119 -3.7410 4.7069
C 1.5839 0.4876 0.0037
C 3.0287 -7.3122 0.3567
C 2.9072 -0.7384 3.9255
C 2.8993 -3.9704 -1.0952
C 0.4611 2.5854 2.6989
C 1.9186 -8.3703 0.3670
C -3.0552 0.2640 0.7352
C -1.1862 1.7758 -3.7391
C 5.4199 -3.1603 1.8176
C -1.2825 -6.3251 -5.0015
C 2.4081 -2.4903 -8.5462
C 5.6608 1.5394 -4.2153
C -1.2252 -2.6373 -0.8249
C -3.1528 1.4458 5.8327
C -6.2190 -2.3742 -1.4902
C -1.3490 1.2812 -6.0477
C 0.5465 1.3413 7.4437
C 0.7144 7.5386 0.1247
C -4.7116 -1.0967 -0.1937
C 1.6513 4.1246 -1.8103
C 3.4557 2.2397 -4.7532
C 2.8444 -0.0244 -1.9591
C 2.5849 4.4334 -0.6142
C -1.3828 -1.4404 3.5004
C -2.3910 -2.6027 3.5376
C 6.8941 0.7779 -4.7205
C -6.2538 -3.7571 -0.8589
C -4.2995 2.9789 3.2587
C -2.8591 2.7792 5.1494
C -4.2853 6.7244 3.1657
C -3.3742 -5.0039 5.1629
C 0.2987 1.5096 1.6527
H -2.7812 -0.4258 1.5379
H -6.6558 6.7533 2.1994
H 1.8888 -0.2981 -2.4016
H -2.7589 -5.4586 4.3910
H -2.0812 0.6606 0.4696
H -0.4844 3.0895 2.9118
H -4.5396 -3.8837 3.7160
H -0.5268 -6.0621 -5.7413
H -4.8689 -3.4045 5.4068
H -1.3140 1.1082 -1.1777
H -2.1091 0.7303 -7.9464
H -7.5537 6.7130 3.6602
H -1.2423 0.2294 -5.7623
H -1.3719 7.7809 3.8378
H -0.5902 -2.2499 -0.0311
H 2.1020 -1.7523 -4.4919
H 6.0609 -2.7554 3.8316
H -2.0279 7.1027 2.2682
H -3.3339 3.6449 5.6142
H -7.0154 -1.7598 -1.0527
H -3.5783 1.1000 1.1980
H -0.3257 1.5313 -6.3343
H 1.2419 3.3748 7.5832
H 2.2513 2.1360 -6.6391
H 2.2852 3.8099 0.2258
H -5.9819 -3.6923 0.1968
H 1.9185 4.7003 -2.6929
H -1.0636 5.7872 4.7847
H 2.5210 -4.2588 -2.0715
H -1.9679 2.6691 -0.6771
H 2.2465 3.6565 -5.7775
H 3.3678 -0.9227 -1.6302
H -1.4879 -6.8032 -2.9066
H 6.1236 -4.5054 3.4180
H -4.1029 -5.7643 5.4502
H 3.4890 0.5360 -2.6280
H 2.3231 -1.4248 3.3133
H -5.4379 -4.3453 -1.2835
H -5.9183 4.1165 1.5949
H -1.9670 -3.2117 -0.2616
H 0.3667 -1.2074 -4.4465
H -0.3331 5.6519 3.2796
H 0.9741 3.4778 2.3321
H -2.7913 -4.7368 6.0433
H -1.7993 2.9933 5.3082
H -6.5435 -2.3560 -2.5308
H -1.8268 -7.2206 -5.3108
H 1.5529 3.0564 -2.0162
H -1.7132 -1.8682 -1.4184
H 1.1290 0.8604 8.2286
H 3.6617 3.0122 -4.0157
H -0.3623 2.5131 -1.2439
H 3.9418 -4.8863 0.6441
H 0.6242 4.3344 -1.5021
H 3.5534 -3.0964 -1.1238
H -6.6482 5.3189 3.2438
H 2.6152 1.6377 -4.4002
H -2.0953 -5.6080 -5.1605
H -0.6458 1.7032 1.1348
H -4.2335 1.3444 5.9328
H 3.6878 3.2449 -6.6672
H 3.5230 -0.1628 3.2319
H 4.3760 -5.4788 -0.9908
H 4.3548 -3.0074 2.0251
H -5.9896 2.3253 1.1833
H -0.5309 3.1955 7.3076
H -1.9137 4.8106 3.5554
H -0.4010 0.8023 7.3831
H -2.2573 2.4565 -7.5994
H 3.5588 -1.2788 4.6078
H 5.4613 -3.9139 1.0286
H 7.2778 -3.2445 2.8706
H -0.4428 -3.0777 -5.4193
H 0.7568 -4.0678 -4.7716
H 0.9976 2.2655 3.5878
H -2.7068 1.3490 6.8227
H -7.2509 -4.1850 -0.9232
H -3.3543 1.3438 -6.7943
H 0.1822 0.5286 2.1109
H 3.6505 4.3338 -0.7888
H 0.8948 -2.2492 -3.1969
H 0.0461 2.8636 8.8840
H -5.1728 3.6155 0.2181
H -2.7357 0.6384 5.2326
H 2.0882 -3.5585 -0.4867
H 0.0760 -7.1197 -3.6534

167
Properties=species:S:1:pos:R:3 method="wB97M-V/def2-TZVPD" total_charge=-1 homo_energy_ev=-5.202 gap_ev=7.084 lumo_ev=1.9 total_energy_ev=-123843.4880
Cl -6.0459 -3.4100 -1.7253
P -5.3336 -0.5868 0.5846
F -6.1128 2.4900 2.3323
O -0.1065 7.1484 5.8265
O 4.0754 -0.6726 0.2940
O 10.0745 -0.3613 -1.5250
O 3.3831 -1.4963 -3.7643
O 1.7202 -5.9050 -5.9847
O 2.7944 4.3988 2.1057
O -2.5946 -2.9881 -0.6831
O -4.3766 2.7918 -2.7457
O 0.6040 4.7513 1.7818
O 5.1040 1.2836 0.6547
O -0.9206 1.4032 5.2157
O 7.7151 -3.6080 -5.3593
O -6.7159 0.9455 3.7410
O 2.6987 -2.2043 -5.7479
O -0.5639 9.3391 5.8480
O -4.0601 -1.5051 -0.4575
O 0.9675 -6.2037 -3.9013
O 5.9106 -3.4944 -6.6735
O -6.1773 3.2652 -4.0061
O 8.3548 0.1543 -0.1877
N -3.1448 -2.2655 0.1079
N -4.3929 -0.7379 2.0673
C -5.5811 0.9918 -3.8379
C -7.0388 -2.7285 -0.3971
C -6.5284 1.1682 -5.0223
C 10.2687 -1.0846 -2.7572
C 2.3409 0.1316 -5.0910
C 1.0925 0.7197 -0.1682
C 0.0934 -5.5132 -2.9823
C 3.7754 4.7549 3.0901
C -0.6098 2.3936 4.2511
C 3.1118 0.8307 -3.9695
C 5.6656 -2.1662 1.1666
C 5.1668 -5.7315 -6.6096
C -6.8470 0.3665 1.4267
C -0.1363 -0.2201 -0.1634
C 2.8099 -1.3028 -4.9635
C -1.6534 7.8560 7.4477
C -4.8293 -1.5181 3.2117
C 6.0015 -0.7573 1.6444
C -6.1961 -2.3055 0.8122
C -0.7325 8.2495 6.3083
C -4.1825 -2.9134 3.3419
C -2.9399 -2.9053 4.2454
C -1.1411 6.4687 7.8291
C 3.2956 -0.3002 -2.9674
C 1.0882 1.8572 0.8589
C -7.1795 2.5089 -4.7031
C -5.2612 2.4226 -3.4547
C -8.0168 -3.8433 0.0161
C 6.7228 -4.1199 -5.8048
C -0.5843 1.8305 2.8147
C -0.5785 5.9687 6.5055
C 1.7460 5.8518 3.6246
C -2.2684 1.4142 5.6293
C -1.1593 0.0720 -1.2640
C 6.1705 -5.4955 -5.4819
C 0.1327 -4.0574 -3.4180
C 1.0979 -5.4929 -5.0451
C 8.0135 -1.3269 -2.1015
C 4.2103 -2.0297 0.7511
C 5.0580 0.1039 0.8311
C -2.1071 1.2592 -1.0391
C 0.3420 -4.1866 -4.9278
C 8.7816 -0.4397 -1.1373
C -4.4649 1.0405 0.0967
C 0.8107 1.4120 2.3144
C -6.5612 1.2288 2.5912
C -1.8438 -2.0029 3.6547
C 3.2577 6.0415 3.7249
C 4.7425 -4.3101 -6.9420
C 9.1229 -2.0846 -2.8254
C 1.6030 4.9716 2.3993
C -2.9341 1.1832 0.2677
H 4.7371 4.8733 2.5971
H -0.3372 6.5625 8.5610
H 5.6734 -6.1825 -7.4658
H 1.9707 0.1024 -0.0050
H 7.3356 -1.9807 -1.5626
H 10.2422 -0.3685 -3.5810
H 8.8709 -2.3847 -3.8406
H -2.9475 1.7477 4.8402
H 0.9966 -3.5614 -2.9705
H 4.4556 -4.1857 -7.9829
H -2.5755 -3.9333 4.3096
H -4.4871 -0.9792 4.1048
H -0.6050 -4.2767 -5.4636
H -2.5462 0.3939 5.8921
H -1.5030 2.1716 -1.0345
H -7.2487 0.3610 -5.1418
H -4.0195 0.1437 2.3841
H -7.6683 -0.2813 1.7233
H 4.3271 -6.3672 -6.3385
H 3.9419 -2.7009 -0.0624
H 11.2479 -1.5567 -2.7327
H 2.4471 -0.4036 -2.2898
H -2.6757 7.8275 7.0679
H -1.5833 8.5753 8.2585
H -0.5931 -0.2988 0.8227
H -6.9061 -2.3091 1.6389
H -1.3388 5.4943 5.8817
H 2.6057 1.6953 -3.5463
H 0.3658 2.8346 4.4741
H 1.5901 1.7639 2.9921
H -8.5683 -3.5351 0.9061
H -1.3596 3.1910 4.2751
H -6.0643 0.5089 -2.9847
H -1.7533 -0.8015 -1.5118
H 2.0951 2.2795 0.8547
H -2.7653 2.1515 0.7484
H 4.2015 -0.2040 -2.3747
H 1.2077 6.7846 3.4958
H -7.4778 3.0615 -5.5918
H -1.6829 -2.2913 2.6184
H -2.4121 2.0544 6.5067
H -7.4698 -4.7503 0.2619
H -2.7487 1.3300 -1.9102
H 5.7744 -0.6217 2.7037
H 1.3429 5.3094 4.4796
H 0.9268 -3.3679 -5.3322
H -6.0922 -0.4733 -0.6564
H 9.3819 -2.9835 -2.2632
H -8.0465 2.4001 -4.0471
H 1.1503 1.1792 -1.1596
H -4.6635 1.1542 -0.9662
H 1.2623 0.1553 -4.9233
H 5.8336 -2.9453 1.9080
H -0.9198 -2.0972 4.2290
H 0.4596 -5.6673 -1.9705
H -4.9233 -3.5676 3.8189
H 6.9702 -6.2309 -5.4568
H -0.9056 -5.9453 -3.0653
H 7.0343 -0.4977 1.4355
H 5.6834 -5.4468 -4.5063
H -2.4967 0.4531 0.9427
H -0.7583 -3.5019 -3.1314
H 2.5676 0.5223 -6.0791
H -3.9460 -3.3559 2.3768
H 6.2685 -2.4028 0.2894
H -5.4939 -3.1224 0.9857
H -5.9096 -1.5539 3.3726
H -1.8996 5.8091 8.2451
H 3.9320 -3.9608 -6.3086
H -4.6725 0.4526 -4.0890
H 0.2467 -1.2236 -0.3807
H 0.2527 5.2785 6.6313
H -7.6510 -1.9002 -0.7495
H -1.2577 0.9749 2.8215
H 0.4392 2.6761 0.5695
H -4.9376 1.9039 0.5607
H -5.9538 1.2476 -5.9471
H 3.8489 3.9370 3.8113
H -0.9877 2.6007 2.1623
H 3.5165 -2.1830 1.5806
H -7.2382 1.0021 0.6270
H 0.8517 0.3201 2.3177
H 7.4449 -0.6871 -2.7787
H 4.0844 1.1566 -4.3422
H -2.1407 -0.9593 3.7186
H -3.2183 -2.5680 5.2458
H 3.5599 6.9003 3.1238
H -0.5787 0.3037 -2.1690
H 3.6241 6.1959 4.7384
H -8.7442 -4.0187 -0.7764